Density functional theory data (ωB97M-V with the def2-TZVPD basis set) for a cluster of 7 separate species, C17H53O22P5 in total at a distorted geometry.

Values from the calculation:
Total charge: +1
2S+1: 2
E (eV): -109975.453
Orbital gap (spin up / spin down) (eV): 9.3 / 2.4
Highest occupied orbital energy (spin up / spin down) (eV): -12.20 / -12.20
Relative energy (zero: lowest compared OMol25 entry of this formula, charge and spin) (kcal per mole): 29.0
⟨S²⟩: 0.7541

Last column: Mulliken charge in e.
Geometry (Å):
1 C 1.32 0.66 0.07  -0.19
2 O 0.57 1.37 -0.89  -0.02
3 H 2.13 1.22 0.53  0.31
4 H 0.72 0.19 0.85  0.20
5 H 1.88 -0.11 -0.47  0.25
6 H -0.20 0.94 -1.27  0.48
7 C 3.13 -2.86 0.47  -0.51
8 O 2.73 -3.11 1.75  -0.40
9 H 3.63 -3.71 0.01  0.36
10 H 2.26 -2.78 -0.19  -0.06
11 H 3.66 -1.92 0.30  0.35
12 H 2.35 -3.99 1.79  0.27
13 C -3.35 0.86 -8.32  -0.70
14 O -1.96 0.94 -8.08  -0.34
15 P -1.29 -0.09 -7.02  1.01
16 O 0.21 -0.20 -7.11  -0.75
17 O -1.85 0.39 -5.59  -0.29
18 C -0.88 0.83 -4.63  -0.57
19 O -2.03 -1.49 -7.39  -0.13
20 C -1.93 -2.21 -8.66  -0.74
21 H -3.84 0.04 -7.81  0.33
22 H -3.41 0.84 -9.41  0.26
23 H -3.77 1.76 -7.87  0.27
24 H -0.64 0.02 -3.94  0.06
25 H -1.28 1.71 -4.13  0.28
26 H -0.01 1.28 -5.12  0.43
27 H -1.96 -1.47 -9.47  0.28
28 H -2.79 -2.86 -8.81  0.28
29 H -1.04 -2.81 -8.88  0.30
30 C -4.21 -2.91 -0.47  -0.74
31 O -2.99 -2.15 -0.48  -0.01
32 P -1.94 -2.17 -1.79  0.42
33 O -1.06 -0.95 -1.86  -0.35
34 O -1.19 -3.57 -1.68  -0.27
35 C -0.36 -3.86 -0.60  -0.73
36 O -2.89 -2.44 -3.11  -0.35
37 C -2.37 -2.65 -4.45  -0.54
38 H -4.17 -3.72 -1.19  0.31
39 H -5.13 -2.40 -0.77  0.29
40 H -4.31 -3.28 0.55  0.27
41 H 0.66 -4.10 -0.89  0.30
42 H -0.66 -4.83 -0.20  0.34
43 H -0.29 -3.06 0.13  0.28
44 H -2.42 -3.71 -4.70  0.30
45 H -1.32 -2.34 -4.44  0.22
46 H -2.89 -1.98 -5.14  0.21
47 C -6.70 0.90 2.78  -0.67
48 O -5.66 1.53 3.56  -0.23
49 P -4.73 2.70 2.99  0.87
50 O -5.41 3.85 2.31  -0.69
51 O -3.82 3.06 4.32  -0.29
52 C -4.37 3.74 5.38  -0.70
53 O -3.63 1.99 2.05  -0.28
54 C -2.64 1.03 2.52  -0.48
55 H -7.57 1.21 3.36  0.26
56 H -6.60 -0.19 2.81  0.25
57 H -6.74 1.19 1.73  0.33
58 H -5.45 3.84 5.30  0.32
59 H -3.89 4.72 5.46  0.26
60 H -4.26 3.20 6.32  0.28
61 H -2.99 0.06 2.17  0.26
62 H -2.66 0.86 3.59  0.37
63 H -1.62 1.27 2.20  0.13
64 C 1.45 -1.34 3.94  -0.61
65 O 1.05 -1.47 5.28  -0.43
66 P 0.14 -2.70 5.74  1.29
67 O -0.89 -3.18 4.78  -0.69
68 O 1.08 -3.79 6.50  -0.35
69 C 1.08 -5.04 5.91  -0.73
70 O -0.50 -1.99 6.99  -0.42
71 C 0.22 -1.39 8.11  -0.56
72 H 2.54 -1.28 4.00  0.32
73 H 1.10 -0.40 3.50  0.23
74 H 1.15 -2.25 3.43  0.29
75 H 0.41 -5.66 6.50  0.29
76 H 2.08 -5.46 5.82  0.30
77 H 0.73 -5.10 4.88  0.31
78 H -0.21 -0.40 8.30  0.24
79 H 1.27 -1.41 7.83  0.28
80 H 0.05 -2.00 9.00  0.24
81 C 5.87 5.23 -2.48  -0.62
82 O 5.38 5.50 -1.19  -0.31
83 P 6.25 4.94 0.03  1.06
84 O 5.73 5.21 1.36  -0.68
85 O 7.75 5.62 -0.20  -0.30
86 C 8.73 5.51 0.76  -0.68
87 O 6.36 3.39 -0.43  -0.30
88 C 5.29 2.50 -0.40  -0.82
89 H 6.74 5.86 -2.67  0.26
90 H 4.99 5.46 -3.09  0.25
91 H 6.15 4.21 -2.74  0.31
92 H 9.48 4.74 0.62  0.26
93 H 8.17 5.22 1.65  0.32
94 H 9.20 6.48 0.93  0.25
95 H 4.95 2.26 -1.41  0.30
96 H 4.45 2.86 0.20  0.37
97 H 5.68 1.61 0.08  0.33